# 1
The following is a DFT calculation (wB97M-V/def2-TZVPD) of C28H22N5O6PdS2 as an isolated structure.

Element x y z (Å)
Pd: -0.118270 -0.310077 0.144249
S: 1.526014 -0.521828 -1.642763
S: -2.101936 -1.482986 -0.666538
O: 2.488054 -6.624125 2.887102
O: 3.437689 -5.912382 4.864079
O: -0.830573 1.203669 -1.028710
O: -2.364572 2.816031 -1.034189
O: 1.291014 -0.806678 1.817507
O: 0.464054 -2.426584 0.610437
N: 3.347554 -1.994956 -0.266451
N: -1.282810 0.615731 1.698051
N: 3.647103 0.140950 -0.095268
N: -5.526514 7.724145 4.891471
N: -2.538100 1.969459 2.855721
C: 1.764448 -4.399693 2.136467
C: -3.730219 5.475792 2.889115
C: 2.387246 -2.614512 3.676704
C: -3.045481 -0.613711 -1.792025
C: -3.125442 4.304157 2.474393
C: 4.764449 -0.392131 0.693336
C: 2.940917 -4.847398 4.189165
C: 2.976104 -3.526056 4.557264
C: -5.024676 6.749254 4.545126
C: 2.359079 -5.273163 3.001893
C: 3.110368 -7.077987 4.095182
C: -1.955434 -0.134446 2.641237
C: -2.729144 0.697953 3.376429
C: -3.830228 1.346225 -2.941018
C: -4.009260 -1.393401 -2.480955
C: -4.849850 -0.802273 -3.392600
C: 4.529039 -1.917456 0.602535
C: 2.878927 -0.807675 -0.596509
C: -2.018516 1.678770 -1.284442
C: -4.440958 4.392052 4.916225
C: 1.791991 -3.038845 2.497208
C: 1.148642 -2.047759 1.610207
C: -3.825575 3.223096 4.505771
C: -4.391738 5.526436 4.112284
C: -1.655661 1.860763 1.842758
C: -2.969962 0.775390 -2.024721
C: -4.758253 0.571001 -3.630704
C: -3.168236 3.179168 3.286662
H: -2.645097 4.274910 1.504024
H: 3.441399 1.118166 -0.207728
H: -4.065362 -2.455853 -2.276174
H: -5.579647 -1.404088 -3.917454
H: 2.860776 -2.846554 -0.494302
H: 5.369322 -2.436363 0.147889
H: 4.723979 -0.026348 1.716543
H: -4.959332 4.425972 5.864487
H: -3.771741 2.413881 -3.101473
H: 2.417202 -7.702430 4.654377
H: -3.398641 0.485775 4.190852
H: 5.715133 -0.096749 0.256613
H: 1.275533 -4.727315 1.227827
H: 2.380131 -1.555456 3.902385
H: -1.301675 2.678758 1.236414
H: 4.017476 -7.627223 3.859305
H: 4.322611 -2.367143 1.571611
H: 3.428035 -3.217142 5.490319
H: -1.825655 -1.199400 2.728208
H: -3.699114 6.354321 2.258823
H: -5.420684 1.041436 -4.347053
H: -3.857826 2.359587 5.156463

Forces on atoms 1 to 2 (eV/Å):
Pd -1.4 0.7 -2.0
S -1.0 0.0 0.8

## Properties
Total charge   +1
LUMO level (spin up / spin down)   -0.210 / -0.209 Eh
DFT total energy   -2729.4325 Ha
Energy above the lowest of the compared OMol25 structures with the same formula, charge and spin   254.6 kJ/mol
F_max   2.56 eV/Å

# 2
The following is a DFT calculation (wB97M-V/def2-TZVPD) of C4H16FO4Pd as an isolated structure.

Element x y z (Å)
Pd: -14.725760 1.489890 -27.275380
F: -13.051450 2.335020 -24.839480
O: -15.401340 4.753870 -22.944550
O: -12.658820 -1.438140 -26.733390
O: -10.907060 1.330860 -21.544500
O: -11.859800 2.652340 -29.079850
C: -10.572430 3.079570 -28.557520
C: -16.250480 4.015880 -22.026710
C: -12.038580 -2.130040 -25.613040
C: -10.442350 2.467830 -20.824050
H: -9.698210 2.656280 -29.052160
H: -17.231620 3.850610 -22.471870
H: -10.486380 4.160550 -28.667820
H: -12.440020 -1.639820 -24.726120
H: -15.783040 3.043770 -21.869850
H: -11.439700 1.699720 -22.252900
H: -10.531400 3.054830 -27.468570
H: -14.790770 4.176070 -23.408200
H: -11.209550 3.238670 -20.896920
H: -16.497390 4.518250 -21.091420
H: -10.966050 -1.938970 -25.648680
H: -12.203850 -3.207130 -25.638840
H: -10.196200 2.244120 -19.786030
H: -9.545350 2.815900 -21.336250
H: -11.979300 2.990600 -29.970300
H: -12.105940 -1.741410 -27.457240

Forces on atoms 1 to 2 (eV/Å):
Pd 0.6 -0.2 -0.1
F -0.1 -0.1 -0.1

## Properties
Total charge   +1
Multiplicity   3
LUMO level (spin up / spin down)   -0.242 / -0.327 Eh
DFT total energy   -690.1272 Ha
Energy above the lowest of the compared OMol25 structures with the same formula, charge and spin   384.1 kJ/mol
F_max   1.65 eV/Å
⟨S²⟩   2.00

# 3
The following is a DFT calculation (wB97M-V/def2-TZVPD) of one molecule with the formula C6H7NO.

Element x y z (Å)
O: 2.339529 0.608404 -0.253445
N: -1.381230 0.610799 0.489382
C: -0.003880 0.838030 0.857208
C: -0.021537 -1.454059 0.054617
C: -1.246084 0.083073 -0.964134
C: -0.696039 -0.482074 1.221596
C: 1.051728 0.493319 -0.184782
C: 0.080255 -0.393140 -1.136257
H: 1.083591 -1.959537 0.427926
H: -0.252496 1.875656 1.520829
H: -0.907011 -2.368393 0.185802
H: -1.150484 -0.944516 2.203183
H: -1.943757 -0.616944 -1.226570
H: 0.654726 -0.684360 -2.122502
H: -1.518848 1.044379 -1.476285

Forces on atoms 1 to 2 (eV/Å):
O -6.8 -0.3 0.5
N 0.4 -3.7 -2.7

## Properties
Structure (SMILES)   O=C1[C@H]2C[C@H]3[C@@H]1N3C2
LUMO level   0.014 Eh
DFT total energy   -362.6293 Ha
Energy above the lowest of the compared OMol25 structures with the same formula, charge and spin   483.6 kJ/mol
F_max   6.80 eV/Å

# 4
The following is a DFT calculation (wB97M-V/def2-TZVPD) of one molecule with the formula C3H2N2O2.

Element x y z (Å)
O: 1.709669 0.917285 -0.902254
O: 0.552372 -0.668626 0.270015
N: -1.725952 -0.916507 -0.087668
N: -1.544596 2.233622 0.545847
C: 1.680140 -0.059024 -0.220181
C: -0.725706 -0.176926 0.092367
C: -1.027907 1.226963 0.308663
H: 2.539828 -0.657895 0.115623
H: -1.457845 -1.898896 -0.122414

Forces on atoms 1 to 2 (eV/Å):
O -0.2 -0.5 0.4
O -0.1 0.0 0.1

## Properties
Structure (SMILES)   [H]/N=C(/C#N)OC=O
LUMO level   -0.007 Eh
DFT total energy   -375.4725 Ha
Energy above the lowest of the compared OMol25 structures with the same formula, charge and spin   102.5 kJ/mol
F_max   1.21 eV/Å

# 5
The following is a DFT calculation (wB97M-V/def2-TZVPD) of C3H4OS3 as an isolated structure.

Element x y z (Å)
S: 1.318530 -0.504533 0.438781
S: 0.148939 -1.751354 -1.629039
S: -1.225864 0.752780 -0.781913
O: 0.081582 1.712176 1.436056
C: -1.125540 1.277411 0.863459
C: -0.017489 -0.538827 -0.658337
C: 0.653252 0.458173 1.871875
H: -0.121855 -0.140947 2.542679
H: -1.571981 0.435033 1.600678
H: 1.604982 0.627514 2.450318
H: -1.490832 2.250162 1.010623

Forces on atoms 1 to 2 (eV/Å):
S -0.5 0.8 1.6
S -0.5 -2.0 -2.6

## Properties
LUMO level   -0.018 Eh
DFT total energy   -1386.4244 Ha
Energy above the lowest of the compared OMol25 structures with the same formula, charge and spin   211.7 kJ/mol
F_max   4.08 eV/Å

# 6
The following is a DFT calculation (wB97M-V/def2-TZVPD) of one molecule with the formula C4H6O.

Element x y z (Å)
O: -0.078050 0.506781 0.204642
C: -1.377470 0.621702 -0.311720
C: 1.001329 -1.227271 0.807877
C: 1.191750 0.430164 -0.522886
C: 1.859550 -0.584363 -0.010705
H: 0.867850 -0.996195 1.863974
H: 1.421007 1.246123 -1.206938
H: -1.477654 1.554464 -0.864614
H: -2.028853 0.658045 0.572935
H: 0.327755 -1.981607 0.401277
H: -1.707211 -0.227842 -0.933845

Forces on atoms 1 to 2 (eV/Å):
O 0.0 0.7 0.1
C -0.2 0.3 -0.3

## Properties
Structure (SMILES)   C=C=COC
LUMO level   0.015 Eh
DFT total energy   -231.0624 Ha
Energy above the lowest of the compared OMol25 structures with the same formula, charge and spin   423.6 kJ/mol
F_max   1.07 eV/Å

# 7
The following is a DFT calculation (wB97M-V/def2-TZVPD) of C38H32F5N5O12P2SeZr as an isolated structure.

Element x y z (Å)
Zr: 0.040602 0.207861 0.265167
Se: -0.838185 -2.978730 -0.336114
P: 1.288701 1.630796 2.406087
P: -0.307095 -0.524646 3.188442
F: -1.567631 -8.908000 0.896930
F: -0.828002 -4.508416 2.382495
F: -1.184928 -7.112918 2.920523
F: -1.308335 -5.413912 -2.234331
F: -1.657397 -8.011598 -1.676348
O: -2.192674 0.974629 -2.244226
O: 1.227141 0.119770 2.990344
O: 1.876035 2.585847 3.354435
O: -0.920934 -0.735704 1.812282
O: -7.534577 -0.383351 -2.263544
O: -0.697928 -0.532917 -1.534867
O: 0.145171 -1.964311 3.722577
O: -0.019506 1.987201 -0.841203
O: 2.323017 1.398827 1.145869
O: -0.030673 1.830666 1.704821
O: 1.357942 -1.281697 0.794457
O: -1.050404 0.250053 4.187237
N: -5.516804 -0.307617 -1.213172
N: -7.514648 -0.424499 -0.001297
N: 2.880834 -0.693088 -0.809021
N: -2.487712 0.723900 0.516766
N: 1.860998 0.157240 -1.235785
C: -1.342613 -2.133043 -3.796625
C: -7.088367 -1.019329 1.206363
C: -2.314315 -2.222547 -5.997730
C: 4.694430 -2.618682 0.271073
C: -5.150583 1.488090 0.434532
C: 4.711547 -2.620475 3.043880
C: -1.672358 -2.848498 -4.939780
C: -5.653159 -2.445002 2.510813
C: -2.623475 -0.870007 -5.915273
C: -6.076468 -2.938383 4.937513
C: 3.635686 -2.075633 2.359603
C: -1.679775 -0.787798 -3.699843
C: -4.708362 0.379828 -0.275206
C: -1.267475 -5.791909 -0.944077
C: -7.865447 -0.810994 2.341152
C: 2.536883 -1.332032 0.266160
C: 0.247657 2.364018 -2.031431
C: -1.204540 -6.679807 1.644567
C: -0.572531 3.514664 -2.568731
C: -1.032715 -5.344437 1.349723
C: -7.541246 -1.423216 3.541703
C: -1.408657 -7.596799 0.627683
C: -2.314328 -0.158988 -4.767896
C: 3.627933 -2.054449 0.966216
C: -1.442489 -7.131986 -0.676319
C: -4.235919 2.177971 1.211556
C: 1.232307 1.807946 -2.819869
C: -6.882240 -0.371942 -1.231167
C: -3.380255 0.000987 -0.141155
C: 3.316775 0.430280 -3.164571
C: 2.086779 0.765888 -2.360977
C: -6.432812 -2.251929 3.647304
C: 5.759110 -3.175754 0.958995
C: -5.973313 -1.850695 1.304248
C: -1.057757 -4.816483 0.047050
C: 5.779007 -3.169009 2.347985
C: -2.903628 1.792599 1.188364
C: -1.501036 -0.027629 -2.409845
H: -0.501352 4.362326 -1.885360
H: -3.030388 -0.919923 -0.599279
H: -4.777540 -3.080153 2.564261
H: 6.585890 -3.612840 0.411634
H: -1.611220 3.185469 -2.593931
H: 6.623429 -3.586216 2.883932
H: -2.582523 -2.785014 -6.884751
H: 3.351738 -0.636638 -3.381225
H: -1.437640 -3.904207 -4.992011
H: 3.229782 1.452224 1.466704
H: 4.670085 -2.610939 -0.809790
H: -6.846369 -2.783437 5.693377
H: 4.196489 0.667978 -2.565620
H: -2.569137 0.888131 -4.670496
H: 2.804351 -1.637864 2.895344
H: -0.854433 -2.619507 -2.959894
H: -8.509200 -0.293196 -0.082166
H: -0.250316 3.814650 -3.564492
H: -2.141329 2.338128 1.725780
H: 1.404337 2.209136 -3.808402
H: -4.547213 3.035615 1.791586
H: -5.128997 -2.555242 5.319848
H: -5.072696 -0.468867 -2.105830
H: -6.180242 1.812284 0.361367
H: 4.716943 -2.608199 4.126777
H: -3.122179 -0.375980 -6.740794
H: -8.738345 -0.170422 2.279313
H: -5.955370 -4.010754 4.777420
H: 3.338996 0.996736 -4.094132
H: -8.167493 -1.252158 4.409772
H: 0.292461 -2.530260 2.944054
H: -5.362142 -2.057379 0.440367

Forces on atoms 1 to 2 (eV/Å):
Zr -0.8 0.4 -2.5
Se -0.5 -1.5 -0.4

## Properties
Total charge   -2
LUMO level   0.146 Eh
DFT total energy   -6275.0975 Ha
Energy above the lowest of the compared OMol25 structures with the same formula, charge and spin   20.5 kJ/mol
F_max   2.65 eV/Å

# 8
The following is a DFT calculation (wB97M-V/def2-TZVPD) of C16H15Br4O2Pt as an isolated structure.

Element x y z (Å)
Pt: 0.107547 0.299205 -0.275386
Br: -5.710394 -3.179776 -2.056582
Br: -4.459020 0.828181 1.858110
Br: -6.709094 -1.178230 0.397379
Br: -2.491484 -3.119071 -2.979879
O: -1.744529 0.481976 0.610166
O: -0.942851 -1.124727 -1.349128
C: 2.133766 0.233050 1.400618
C: -4.901051 -1.185539 -0.170471
C: 2.175337 0.152343 -0.903721
C: 1.184253 2.711077 1.605855
C: 1.837451 1.500642 -0.579729
C: 2.506436 -0.552919 0.370275
C: -3.970087 -0.334993 0.445374
C: 2.074733 -0.161999 2.844816
C: -3.140546 -2.000401 -1.596761
C: 1.541094 1.481226 0.820394
C: 1.767244 2.695911 -1.476718
C: -2.636730 -0.299771 0.052847
C: 2.902855 -1.990855 0.416560
C: -2.205335 -1.159648 -1.001487
C: -4.484745 -2.020438 -1.194499
C: 2.558482 -0.383677 -2.248628
H: 1.555489 0.590006 3.437760
H: 3.644805 -0.486521 -2.339124
H: 0.969621 2.467716 2.646450
H: 2.206377 0.267056 -3.048189
H: 2.107879 -1.364344 -2.407271
H: 2.121227 -2.609304 -0.035858
H: 2.588639 3.383823 -1.246311
H: 3.826599 -2.177319 -0.138031
H: 1.994450 3.447400 1.597625
H: 0.289054 3.178626 1.196294
H: 3.075420 -0.281545 3.268134
H: 0.829986 3.234021 -1.344383
H: 1.542799 -1.106180 2.978746
H: 3.049875 -2.326612 1.442828
H: 1.851209 2.409889 -2.524322

Forces on atoms 1 to 2 (eV/Å):
Pt -0.4 0.0 -0.5
Br 0.0 0.0 0.0

## Properties
Total charge   -1
LUMO level   0.098 Eh
DFT total energy   -11184.6205 Ha
Energy above the lowest of the compared OMol25 structures with the same formula, charge and spin   0.0 kJ/mol
F_max   0.62 eV/Å

> energy above the lowest of the compared OMol25 structures with the same formula, charge and spin of number 4 (C3H2N2O2)?

102.5 kJ/mol